96
Properties=species:S:1:pos:R:3 method="wB97M-V/def2-TZVPD" lumo_ev="2.152 / 2.152" largest_force_ev_per_a=0.94 e_tot_ha=-4349.2018 total_charge=-1 spin_multiplicity=2 homo_lumo_gap_ev="7.3647 / 7.2847"
Co 0.75590 2.65237 0.27571
P 2.33774 -1.22499 -0.97088
F 0.92183 5.89622 -1.98085
F -0.62386 4.56285 -0.89451
F 1.53268 4.59169 -0.16200
F 0.21006 6.45936 0.13528
O 1.88048 1.44191 1.55128
O 0.95783 -1.75198 -1.64060
O 3.20049 -1.05616 -2.34973
O 1.24407 -0.23868 5.21300
O 2.17227 1.48453 3.76873
O -5.41757 0.33424 0.17563
O -0.53541 0.18082 -4.18360
O 3.04230 -2.66250 -0.51853
O 0.03354 3.56702 2.03005
N -0.95533 1.69622 0.48149
N -2.91473 0.70301 -0.36048
N -1.04978 0.90182 -1.68643
C 4.33575 -2.46876 1.53139
C -5.40312 -1.97293 -0.59290
C -0.84822 2.71895 2.64850
C 3.05806 -2.96124 0.88607
C 0.86297 4.40325 2.85305
C -1.41370 1.73125 1.82213
C -4.66506 -3.02509 -1.12823
C -2.49986 0.81176 3.78562
C 4.51562 -0.51863 -2.20212
C -4.79263 -0.75673 -0.35353
C -6.72217 0.15814 0.69268
C 0.93928 -2.79337 -2.63023
C -0.24191 -2.16962 1.87089
C 0.76937 -0.85935 4.12319
C 0.45874 0.87884 -3.51503
C 0.33817 -4.04931 -2.03865
C 5.54260 -1.55706 -2.60274
C 0.47737 -0.99226 1.73704
C 0.21937 1.25834 -2.19057
C -1.58569 1.11079 -0.47694
C -2.22049 0.76541 2.42450
C 1.73978 0.96916 2.70389
C 0.04046 -2.04379 4.26423
C 2.59482 1.91930 -3.41499
C 0.99078 -0.33098 2.84610
C -3.42810 -0.56520 -0.64530
C -2.69489 -1.63170 -1.15289
C -1.33657 1.00278 -5.03106
C 1.15776 1.96934 -1.45027
C -1.96914 1.81642 4.56835
C 1.64768 1.19840 -4.13112
C -0.45735 -2.69093 3.14603
C 2.34683 2.28868 -2.10482
C -1.13311 2.76946 3.99953
C -3.32294 -2.85117 -1.40196
B 0.47979 5.42696 -0.75793
H 0.24220 5.13547 3.36944
H 1.42721 3.78221 3.54749
H 0.94582 -4.39579 -1.20133
H 4.68101 -0.19570 -1.16676
H -2.16296 1.84292 5.63334
H 1.94982 -2.98515 -2.98792
H -2.34276 0.58265 -5.04147
H -7.44230 -0.05080 -0.10249
H 0.65886 -0.54692 0.76735
H 4.41406 -1.38413 1.41934
H -1.02168 -3.60894 3.26876
H -2.56936 -0.08404 1.85529
H 5.20904 -2.93615 1.07105
H 2.96838 -4.04509 0.96920
H -0.63270 -2.67602 0.99487
H 3.09250 2.87047 -1.57134
H -1.37545 2.03021 -4.66404
H -0.66824 -3.85181 -1.67172
H 0.34758 -2.41711 -3.46594
H 1.70970 0.57389 4.84480
H -6.45202 -2.11089 -0.36834
H 4.33232 -2.69709 2.60004
H 1.81637 0.88514 -5.15444
H -1.66444 0.48958 -2.37358
H -5.14784 -3.97497 -1.31854
H -3.09816 0.02618 4.23104
H 5.38737 -1.85944 -3.64011
H 2.19014 -2.51787 1.38280
H 0.28779 -4.84078 -2.79065
H 1.52444 4.92089 2.17012
H -3.44398 1.21400 0.33047
H -2.74465 -3.67127 -1.80457
H -0.66839 3.51881 4.62336
H -1.63066 -1.52097 -1.34306
H -0.12145 -2.43315 5.26305
H 5.45186 -2.43821 -1.96628
H -6.75288 -0.64898 1.42855
H 6.55299 -1.15034 -2.50509
H -0.94402 1.00786 -6.05036
H -6.98319 1.09600 1.17455
H 4.57840 0.36962 -2.82918
H 3.52653 2.19882 -3.89313